#w
C6H8O2 | the ωB97M-V functional and the def2-TZVPD basis

Values from the calculation:
HOMO (eV): -8.491
Spin multiplicity: 1
LUMO (eV): 0.76
Charge: 0
SMILES string: O[C@]12C=CO[C@H]1CC2
Gap between HOMO and LUMO (Ha): 0.3400

Last column: Mulliken charge in e.
CARTESIAN COORDINATES (ANGSTROEM)
1 O 0.0013 2.1227 -0.7564  -0.632
2 C -0.1946 0.9450 -0.0897  0.526
3 C 0.8276 0.6387 0.9463  -0.467
4 C 1.8686 -0.0469 0.2866  -0.379
5 O 1.4892 -0.8125 -0.7105  -0.397
6 C 0.0999 -0.4098 -0.9419  -0.006
7 C -0.9424 -1.2624 -0.0339  -0.601
8 C -1.5210 0.1632 0.2811  -0.773
9 H 1.1404 2.0147 -0.9283  0.455
10 H 0.7124 0.8813 2.0301  0.319
11 H 2.7518 -0.2871 0.8171  0.414
12 H -0.2581 -0.5413 -1.9923  0.379
13 H -0.3225 -1.9578 0.5846  0.284
14 H -1.4612 -2.2204 -0.6036  0.237
15 H -2.3453 0.5736 -0.2221  0.331
16 H -1.8459 0.1989 1.3328  0.308

#x
C6H8O2 | the ωB97M-V functional and the def2-TZVPD basis

Values from the calculation:
HOMO (eV): -8.075
Spin multiplicity: 1
LUMO (eV): 0.76
Charge: 0
SMILES string: C=C(OC)C(C)=C=O
Gap between HOMO and LUMO (Ha): 0.3247

Last column: Mulliken charge in e.
CARTESIAN COORDINATES (ANGSTROEM)
1 C -0.3032 -1.6658 1.1617  -1.051
2 C -0.4200 -0.6734 0.2744  0.860
3 O -1.5659 -0.6660 -0.4801  -0.487
4 C -1.7894 0.3308 -1.4360  -0.759
5 C 0.6076 0.3538 0.1059  0.762
6 C 1.8517 0.2837 0.9756  -1.909
7 C 0.6002 1.3619 -0.7209  0.439
8 O 0.7238 2.2998 -1.4050  -0.425
9 H -1.0890 -2.3926 1.2430  0.284
10 H 0.5449 -1.7758 1.8046  0.303
11 H -2.7587 0.0984 -1.8773  0.225
12 H -1.8398 1.3285 -0.9858  0.321
13 H -1.0323 0.3187 -2.2278  0.321
14 H 2.3739 -0.6545 0.7988  0.372
15 H 1.5726 0.3460 2.0254  0.371
16 H 2.5237 1.1065 0.7435  0.374

#y
C6H8O2 | the ωB97M-V functional and the def2-TZVPD basis

Values from the calculation:
HOMO (eV): -9.490
Spin multiplicity: 1
LUMO (eV): 0.90
Charge: 0
Gap between HOMO and LUMO (Ha): 0.3820

Last column: Mulliken charge in e.
CARTESIAN COORDINATES (ANGSTROEM)
1 C -2.0866 -0.2370 0.0400  -1.252
2 C -0.5374 -0.2266 0.0600  1.096
3 C -0.1310 1.1267 -0.3693  -0.588
4 C 1.3810 0.7634 -0.2918  -0.507
5 C 1.3913 -0.7786 -0.5689  -0.262
6 C 1.3673 -0.4279 0.7642  -0.274
7 H -2.1510 -1.1166 0.5865  0.410
8 H -2.5809 -0.6416 -0.9659  0.293
9 H -2.4861 0.7072 0.5517  0.282
10 H -0.4427 1.7386 0.7111  0.321
11 H -0.4361 1.4529 -1.3151  0.363
12 H 2.3976 1.4428 -0.3081  0.249
13 H 1.9529 -1.5459 -1.1002  0.435
14 H 2.1901 -0.4438 1.6019  0.361
15 O 0.0580 -1.3150 -0.7650  -0.488
16 O 0.1135 -0.4987 1.3688  -0.439

It comes down to #x, which is 61.4 kcal/mol more stable than the next structure.

#w
C6H8O2 | the ωB97M-V functional and the def2-TZVPD basis

Values from the calculation:
HOMO (eV): -8.993
Spin multiplicity: 1
LUMO (eV): 1.03
Charge: 0
SMILES string: C1=CO[C@@H]2C[C@H]2OC1
Gap between HOMO and LUMO (Ha): 0.3683

Last column: Mulliken charge in e.
CARTESIAN COORDINATES (ANGSTROEM)
1 C 1.2936 0.7212 -0.1678  -0.207
2 C 0.4087 1.7494 0.0470  -0.107
3 O -0.9900 1.6655 0.0573  -0.420
4 C -1.0807 0.3460 -0.3627  -0.232
5 C -2.0975 -0.7012 -0.0997  -0.690
6 C -0.6365 -0.8313 0.3830  0.079
7 O 0.4514 -1.5572 -0.2816  -0.404
8 C 1.5494 -0.7671 0.0566  -0.492
9 H 2.3611 1.1122 -0.3074  0.173
10 H 0.7873 2.8147 0.1137  0.337
11 H -0.8333 0.3448 -1.3916  0.515
12 H -2.3617 -1.4027 -0.8494  0.302
13 H -2.7761 -0.6106 0.8409  0.229
14 H -0.4004 -1.0307 1.5048  0.278
15 H 1.9599 -0.8463 1.0693  0.265
16 H 2.3647 -1.0068 -0.6125  0.373

#x
C6H8O2 | the ωB97M-V functional and the def2-TZVPD basis

Values from the calculation:
HOMO (eV): -9.273
Spin multiplicity: 1
LUMO (eV): 0.65
Charge: 0
Gap between HOMO and LUMO (Ha): 0.3647

Last column: Mulliken charge in e.
CARTESIAN COORDINATES (ANGSTROEM)
1 C 0.5126 1.7875 -0.0199  -0.771
2 C -0.0195 0.5981 0.1854  0.644
3 C 0.6313 -0.6236 0.2998  0.097
4 C 2.1682 -0.8309 -0.3615  -0.510
5 C -1.4834 0.5759 0.1713  -0.302
6 C -2.0320 -0.7326 -0.3607  -0.586
7 H 1.5038 2.1011 0.1781  0.355
8 H -0.2484 2.8167 0.2987  0.147
9 H 0.0489 -1.4909 0.7462  0.447
10 H 2.8076 -0.1732 -1.1746  0.177
11 H 2.7858 -1.8221 -0.4733  0.223
12 H -2.0512 1.4152 0.0622  0.500
13 H -1.6852 -1.8912 -0.9589  0.134
14 H -3.0583 -0.8303 -0.6977  0.271
15 O 2.0386 -0.3003 1.0672  -0.418
16 O -1.9188 -0.5992 1.0377  -0.407

#y
C6H8O2 | the ωB97M-V functional and the def2-TZVPD basis

Values from the calculation:
HOMO (eV): -8.050
Spin multiplicity: 1
LUMO (eV): 0.77
Charge: 0
SMILES string: CC1=COC=C(C)O1
Gap between HOMO and LUMO (Ha): 0.3240

Last column: Mulliken charge in e.
CARTESIAN COORDINATES (ANGSTROEM)
1 C -0.7221 2.4809 0.3464  -1.168
2 C -0.3319 1.2132 -0.1353  0.811
3 C -0.1295 0.7115 -1.4145  -0.454
4 O -0.2825 -0.7077 -1.8274  -0.299
5 C 0.3503 -1.3138 -0.6605  -0.347
6 C 0.4853 -0.9082 0.5959  0.735
7 C 0.7321 -1.9159 1.6551  -0.922
8 O -0.0370 0.3037 0.9969  -0.354
9 H 0.2331 3.2522 0.6976  0.210
10 H -1.4604 2.4791 1.2113  0.288
11 H -1.2555 3.1746 -0.3636  0.366
12 H -0.4106 1.5768 -2.2428  0.218
13 H 0.7524 -2.3536 -0.7933  0.145
14 H 1.4113 -2.8580 1.1132  0.283
15 H -0.2066 -2.4673 2.1394  0.235
16 H 1.1868 -1.1773 2.5594  0.252

It comes down to #w, which is 17.5 kcal/mol more stable than the next structure.

#w
C5H40N2O13 | the ωB97M-V functional and the def2-TZVPD basis

Values from the calculation:
HOMO (eV): -9.343
Spin multiplicity: 1
LUMO (eV): 0.22
Charge: 0
Gap between HOMO and LUMO (Ha): 0.3516

Last column: Mulliken charge in e.
CARTESIAN COORDINATES (ANGSTROEM)
1 C -1.7202 1.4070 0.9255  -1.054
2 C -1.1120 2.0817 -0.1457  0.594
3 C -2.1476 2.3527 -1.2897  -1.238
4 C -2.0419 1.3015 -2.4551  -0.371
5 C -1.0575 1.5790 -3.5912  -0.641
6 N 0.4118 1.4435 -3.2865  -0.586
7 N -1.0721 0.0834 1.4177  0.285
8 H -1.6509 2.1039 1.7995  0.303
9 H -2.7869 1.1765 0.8664  0.586
10 H -0.2474 1.5672 -0.6482  -0.322
11 H -0.4354 2.9213 0.1810  0.421
12 H -2.1723 3.3861 -1.6416  0.458
13 H -3.0860 2.1505 -0.8841  0.449
14 H -2.1599 0.3379 -1.9421  0.170
15 H -3.0438 1.4251 -2.8810  0.414
16 H -1.3640 0.8437 -4.3317  0.297
17 H -1.1569 2.6506 -3.9832  0.338
18 H 0.7247 2.1318 -2.5416  0.209
19 H 0.5867 0.4827 -2.9943  0.323
20 H -1.6986 -0.2285 2.1042  0.224
21 H -0.0948 0.1442 1.7751  0.378
22 H 2.1453 4.1836 0.5648  0.286
23 H 2.4311 2.8446 0.3180  0.405
24 O 1.9353 3.3683 0.8723  -0.593
25 H 3.6804 1.2133 -0.4634  0.380
26 H 2.7665 1.8975 -1.4400  0.320
27 O 3.4164 2.0942 -0.8098  -0.795
28 H 0.8582 -2.0079 1.1287  0.492
29 H 1.8704 -3.3166 0.5716  0.169
30 O 1.5219 -2.4644 0.3003  -0.738
31 H -1.5383 -2.9864 -0.4622  0.386
32 H -2.9549 -2.3555 -0.3576  0.246
33 O -1.9932 -2.2419 -0.0026  -0.616
34 H 1.9064 2.7401 2.1921  0.387
35 H 2.3507 2.8012 3.5907  0.268
36 O 1.9024 2.1322 3.0042  -0.653
37 H 0.5818 -2.4016 2.8095  0.200
38 H -1.1252 -0.6840 0.7428  -0.031
39 O 0.4781 -1.6970 2.3968  -1.162
40 H -0.2194 -1.7686 -4.6586  0.300
41 H 0.6538 -1.8331 -3.3411  0.387
42 O -0.1507 -2.0530 -3.7354  -0.691
43 H 2.4418 0.1939 3.3898  0.314
44 H 1.8786 -0.9726 2.5199  0.346
45 O 2.7572 -0.5060 2.9325  -0.780
46 H -3.1477 -0.8498 4.1039  0.311
47 H -3.5391 -1.9423 3.2885  0.344
48 O -3.5814 -0.9894 3.2524  -0.672
49 H 2.6182 -1.0997 -2.0577  0.294
50 H 1.3868 -1.5139 -1.1980  0.323
51 O 1.6705 -1.2219 -2.1179  -0.706
52 H 0.5088 -3.4520 -1.3281  0.256
53 H -0.6074 -3.0060 -2.2755  0.464
54 O -0.3038 -3.6163 -1.5550  -0.741
55 H 3.1990 -0.0462 1.3415  0.545
56 H 2.4698 -0.9504 0.2306  0.203
57 O 3.0978 -0.2393 0.2914  -0.700
58 H -1.3668 -3.2893 2.5941  0.377
59 H -1.0122 -2.2705 3.4290  0.375
60 O -1.6620 -3.0352 3.4842  -0.739

#x
C5H40N2O13 | the ωB97M-V functional and the def2-TZVPD basis

Values from the calculation:
HOMO (eV): -9.130
Spin multiplicity: 1
LUMO (eV): 0.10
Charge: 0
Gap between HOMO and LUMO (Ha): 0.3392

Last column: Mulliken charge in e.
CARTESIAN COORDINATES (ANGSTROEM)
1 N -1.1737 0.2001 2.4935  -0.565
2 C -1.0597 -0.2780 1.0565  -0.710
3 C 0.0779 -1.4077 1.0583  -0.666
4 N 1.4400 -0.8783 0.6924  0.408
5 C 2.8289 -2.9307 1.2311  -1.234
6 C 2.1479 -2.0263 0.0864  1.185
7 C 3.0266 -1.8201 -1.0969  -1.284
8 H -2.0662 0.5330 2.7943  0.261
9 H -0.5588 0.9758 2.5535  0.155
10 H -1.7906 -0.9464 0.7629  0.982
11 H -0.7803 0.5162 0.3612  -0.247
12 H -0.2657 -2.3147 0.4171  0.625
13 H 0.1805 -1.7357 2.1891  0.533
14 H 1.8031 -0.5062 1.7288  0.440
15 H 2.9141 -3.9369 0.9400  0.411
16 H 3.8207 -2.6380 1.4978  0.404
17 H 2.1198 -2.9269 2.1842  0.189
18 H 1.2956 -2.6298 -0.2344  -0.266
19 H 2.8944 -2.6507 -1.8292  0.279
20 H 2.6295 -1.0531 -1.6857  0.348
21 H 4.1078 -1.7124 -0.7617  0.282
22 H -0.8200 5.7392 -0.3797  0.285
23 H -1.1890 4.2483 -0.5627  0.426
24 O -1.5189 5.1763 -0.2932  -0.661
25 H 0.2831 -4.4957 -0.8180  0.181
26 H 1.4114 -5.3487 -1.0198  0.234
27 O 1.1891 -4.5685 -0.6564  -0.461
28 H -0.2024 4.4028 1.8327  0.312
29 H -0.7909 3.0824 1.1783  0.315
30 O -0.1688 3.4066 1.8569  -0.667
31 H 2.0127 1.1729 -1.8431  0.278
32 H 0.7303 1.6568 -1.0865  -0.034
33 O 1.2598 0.8407 -1.4917  -0.521
34 H 2.3609 2.1880 3.2854  0.352
35 H 1.6833 1.7555 2.0039  0.327
36 O 2.0719 1.3322 2.8493  -0.716
37 H -0.4278 -0.4396 -4.4653  0.260
38 H -1.1481 0.9205 -4.7480  0.271
39 O -1.1802 0.0702 -4.4946  -0.590
40 H 0.0751 3.4465 -1.6442  0.177
41 H 1.2410 -0.0199 0.1124  0.002
42 O -0.3832 2.8159 -1.0805  -1.171
43 H -1.8548 2.1906 -0.6601  0.320
44 H -3.3586 2.1310 -0.1838  0.274
45 O -2.6189 1.5954 -0.1393  -0.728
46 H -4.8408 -2.0188 -2.6226  0.281
47 H -3.4153 -1.4955 -2.2074  0.455
48 O -3.9915 -2.3210 -2.2444  -0.708
49 H 2.4828 3.0367 0.7345  0.327
50 H 1.2198 2.8175 0.1466  0.380
51 O 1.9542 2.2633 0.3950  -0.608
52 H -2.3370 0.1093 -3.0864  0.260
53 H -2.5403 0.5555 -1.5825  0.378
54 O -2.3421 -0.2026 -2.2192  -0.703
55 H 1.3129 -0.2624 3.3571  0.176
56 H 0.3082 -0.8321 4.1939  0.349
57 O 1.1926 -1.0103 3.9047  -0.608
58 H -2.4697 -2.6610 -0.9882  0.345
59 H -1.4553 -1.5105 -1.2842  0.239
60 O -1.5353 -2.3757 -0.7483  -0.560

It comes down to #w, which is 23.0 kcal/mol more stable than the next structure.